--- 1 ---
49
Properties=species:S:1:pos:R:3:mulliken_charge:R:1 method="wB97M-V/def2-TZVPD" e_lumo_ev=-0.2 smiles="Cc1cc(NC(=O)COC(=O)c2cc(S(=O)(=O)N(C)c3ccccc3)ccc2Cl)no1" gap_ev=8.5604 homo_energy_ev=-8.81
Cl 1.93 -1.72 -3.49 -0.186
S -3.68 0.34 -1.57 1.466
O 1.29 1.39 -0.55 -0.223
O -4.35 1.00 -2.65 -0.714
O -4.32 -0.82 -1.02 -0.681
O 2.17 -2.57 3.75 -0.255
O 3.97 1.49 1.81 -0.660
O 2.63 0.79 -2.25 -0.590
N -3.40 1.49 -0.38 -0.002
N 2.18 0.11 1.57 0.269
N 1.64 -1.82 2.76 -0.362
C -2.05 -0.18 -2.13 0.292
C -1.97 -1.33 -2.89 -0.635
C -2.04 2.24 1.48 -0.215
C 1.56 0.77 -1.72 0.328
C 4.10 -2.71 5.22 -1.209
C -1.29 -0.37 2.00 -0.756
C 3.34 -2.03 4.14 0.157
C -3.78 2.85 -0.68 -1.182
C -0.77 0.66 2.77 -0.316
C -1.16 1.96 2.52 -0.904
C -2.17 -0.10 0.97 0.112
C 0.34 0.06 -2.20 -0.460
C 2.94 1.19 1.26 0.664
C -2.55 1.21 0.69 -0.242
C 2.47 -0.83 2.54 0.328
C 2.37 2.03 0.11 -0.732
C 0.42 -1.10 -2.99 0.334
C 3.59 -0.91 3.40 -0.067
C -0.91 0.53 -1.80 0.042
C -0.74 -1.78 -3.34 -0.698
H -2.88 -1.86 -3.12 0.474
H -2.32 3.27 1.31 0.439
H -0.67 -2.67 -3.94 0.464
H 1.99 2.97 0.53 0.299
H -0.09 0.44 3.58 0.455
H -4.41 2.81 -1.57 0.353
H -4.35 3.27 0.15 0.413
H -0.97 1.43 -1.23 0.726
H 4.42 -3.70 4.90 0.307
H 3.48 -2.82 6.10 0.321
H -0.78 2.77 3.12 0.418
H 3.18 2.24 -0.59 0.395
H -0.99 -1.39 2.20 0.449
H 4.42 -0.24 3.45 0.474
H -2.59 -0.91 0.39 0.577
H -2.91 3.48 -0.89 0.370
H 1.29 -0.02 1.11 -0.152
H 4.98 -2.12 5.47 0.315


--- 2 ---
49
Properties=species:S:1:pos:R:3:mulliken_charge:R:1 method="wB97M-V/def2-TZVPD" e_lumo_ev=-0.4 smiles="C[C@H](OC(=O)c1ccc(S(=O)(=O)NCc2ccco2)cc1)C(=O)Nc1ccc(Cl)cn1" gap_ev=8.3476 homo_energy_ev=-8.72
Cl 5.63 2.70 2.80 -0.213
S -2.95 -4.16 0.23 1.430
O 0.57 -3.11 0.01 -0.300
O 0.92 4.75 -1.77 -0.665
O -1.47 2.11 -1.45 -0.420
O -4.35 -4.16 0.51 -0.733
O -0.75 1.13 -3.34 -0.628
O -2.40 -5.25 -0.54 -0.679
N -2.18 -4.03 1.72 -0.309
N 2.10 1.99 1.20 -0.441
N 0.77 2.95 -0.37 0.048
C 0.87 -1.07 0.86 0.386
C 0.33 3.78 -1.36 0.431
C 1.11 -1.89 -0.20 -0.990
C -1.83 -2.61 -1.75 -0.430
C -1.73 -0.21 -1.64 0.581
C 0.12 -1.85 1.78 -1.248
C 4.22 2.84 1.82 0.271
C -1.27 1.05 -2.26 0.593
C 2.94 3.97 0.15 -0.352
C 1.97 2.99 0.33 0.255
C -0.03 -3.08 1.21 0.972
C 3.19 1.92 1.93 -0.439
C -0.75 -4.30 1.68 -1.298
C -1.45 -1.41 -2.31 -0.787
C 4.09 3.89 0.91 -0.540
C -2.41 -0.23 -0.42 -0.607
C -2.07 4.43 -1.49 -1.576
C -2.80 -1.44 0.13 -0.757
C -1.05 3.39 -1.92 0.389
C -2.49 -2.61 -0.53 0.148
H 3.25 1.09 2.62 0.435
H -3.04 4.22 -1.95 0.384
H -3.32 -1.49 1.07 0.413
H -2.19 4.42 -0.41 0.384
H -1.73 5.42 -1.80 0.412
H -0.54 -5.13 0.99 0.371
H 2.80 4.75 -0.57 0.494
H -0.25 -1.54 2.73 0.508
H 1.64 -1.74 -1.12 0.535
H -2.69 -4.58 2.40 0.321
H -1.62 -3.56 -2.22 0.502
H -0.94 -1.36 -3.25 0.509
H -0.96 3.36 -3.01 0.432
H 4.87 4.62 0.81 0.442
H 1.19 -0.06 0.98 0.747
H -2.63 0.70 0.08 0.480
H -0.42 -4.57 2.69 0.503
H 0.17 2.18 -0.11 0.036


If we sort the structures by their calculated energies, the order from most to least stable is 2, 1.